# 1
Formula: C5H8NO2P
Source: the OMol25 dataset
Level of theory: the ωB97M-V functional and the def2-TZVPD basis

XYZ file:
```
17
Properties=species:S:1:pos:R:3:forces:R:3
P 0.005 0.373 2.781 -1.7 1.3 1.8
O -0.769 2.758 -0.172 -0.1 0.6 -0.3
O -0.067 -1.953 1.749 0.0 -1.0 0.8
N -0.621 0.931 1.306 -0.1 0.5 -0.8
C -0.680 1.897 0.608 0.1 -0.6 0.0
C 0.070 -0.614 -1.508 2.4 1.1 0.8
C 0.536 -1.011 -0.319 2.2 -0.8 0.2
C -0.238 -1.930 0.567 -0.5 0.9 -2.1
C 0.770 0.429 -2.383 1.0 0.3 1.8
H 0.825 0.249 -3.451 -0.6 -0.1 -0.1
H -1.300 -0.131 3.161 0.9 -0.4 0.0
H -1.056 -2.498 0.038 0.3 0.1 0.5
H 0.417 1.502 -2.145 0.5 -1.8 -0.5
H -0.509 1.580 3.435 0.8 -0.4 0.1
H 1.599 -0.823 0.075 -1.8 0.3 -0.6
H 1.837 0.313 -2.029 -0.9 0.7 -0.4
H -0.818 -1.073 -1.714 -2.6 -0.7 -1.2
```
Positions in Å, forces in eV/Å.

Properties
HOMO energy   -9.20 eV
Max |F|   3.0 eV/A
Gap between HOMO and LUMO   0.3478 hartree
SMILES string   C/C=C/C=O.O=C=NP
ΔE to the lowest compared entry with this formula, charge and spin   196.21 kJ/mol
Net charge   0

# 2
Formula: C5H8NO2S
Source: the OMol25 dataset
Level of theory: the ωB97M-V functional and the def2-TZVPD basis

XYZ file:
```
17
Properties=species:S:1:pos:R:3:forces:R:3
S 1.606 -0.762 0.766 0.4 -1.2 0.5
O -1.647 0.986 0.297 -0.9 0.6 0.4
O 0.476 -0.989 -1.690 -1.0 1.6 1.6
N 0.834 1.301 -0.736 -1.2 -0.4 -1.8
C -1.371 -0.143 0.160 3.9 1.2 -2.5
C 0.538 -0.213 -0.513 -2.9 -0.6 -0.8
C -1.952 -1.439 0.188 0.0 -2.8 3.9
C 1.630 1.772 0.366 2.6 2.1 1.0
C 2.058 0.837 1.221 0.2 0.0 -1.5
H -2.744 -1.703 -0.482 0.2 0.1 -1.2
H -2.553 -1.562 1.164 0.9 0.6 -1.0
H -0.163 1.721 -0.620 1.3 -0.4 -0.7
H 2.113 2.821 0.351 -1.4 -1.8 -0.2
H -1.100 -2.186 0.354 -1.4 0.7 -0.9
H 2.893 0.887 1.903 -0.4 0.6 0.4
H 1.311 -1.290 -2.027 1.1 -0.2 0.0
H 1.287 1.444 -1.752 -1.4 -0.1 2.7
```
Positions in Å, forces in eV/Å.

Properties
HOMO energy   -12.71 eV
Max |F|   4.8 eV/A
Gap between HOMO and LUMO   0.3462 hartree
ΔE to the lowest compared entry with this formula, charge and spin   232.06 kJ/mol
Net charge   +1

# 3
Formula: C5H8NO3
Source: the OMol25 dataset
Level of theory: the ωB97M-V functional and the def2-TZVPD basis

XYZ file:
```
17
Properties=species:S:1:pos:R:3:forces:R:3
O 2.503 0.278 0.546 -0.4 0.4 -0.2
O -0.856 -1.338 1.209 -0.4 1.0 1.1
O 1.513 -1.933 -0.198 0.9 -1.5 0.1
N 0.407 0.092 -0.537 0.5 1.5 0.2
C -0.916 -0.330 -0.958 -1.3 -1.2 -0.9
C 1.990 1.395 0.506 -1.1 -2.4 -0.5
C 0.596 1.490 -0.014 2.7 -2.5 -3.3
C 1.270 -0.825 -0.155 -0.7 1.8 -0.3
C -1.744 -0.715 0.339 0.8 -2.3 -3.8
H -0.819 -2.281 1.089 -0.3 -0.6 -0.1
H -1.419 0.547 -1.450 0.6 -1.0 0.1
H -2.177 0.178 0.616 -0.7 1.7 1.9
H -0.833 -1.255 -1.676 0.0 2.0 1.2
H -2.567 -1.353 -0.065 0.5 0.2 0.7
H 0.606 2.206 -0.869 -0.6 -0.2 0.9
H 2.478 2.233 0.836 1.6 2.1 1.0
H -0.033 1.611 0.781 -2.1 1.1 2.0
```
Positions in Å, forces in eV/Å.

Properties
HOMO energy   -14.57 eV
Max |F|   5.0 eV/A
Gap between HOMO and LUMO   0.3490 hartree
ΔE to the lowest compared entry with this formula, charge and spin   76.45 kJ/mol
Net charge   +1

> Which value of net charge does entry 3 give?

+1